Entry 1:
The following is a DFT calculation (ωB97M-V/def2-TZVPD) of a structure of composition C23H41IP2Tc.

The geometry in XYZ format:
```
68
Properties=species:S:1:pos:R:3:forces:R:3
Tc -0.0467 0.0933 1.2398 -0.29 -1.40 7.80
C -0.9666 -1.5835 2.7744 0.99 0.38 -0.70
C 0.3474 -1.8640 2.2182 -0.12 -0.16 1.01
C 0.5633 -0.3214 3.9701 -0.64 -0.13 -0.36
C -0.8075 -0.6394 3.8492 0.74 0.19 -0.30
C 1.2911 -1.0449 2.9624 -0.89 -0.04 -0.74
C -2.2217 -2.3305 2.4906 -0.50 -0.13 -0.08
H -2.1399 -2.9323 1.5787 -0.08 0.11 0.24
H -3.0593 -1.6267 2.3802 0.08 -0.36 0.07
H -2.4692 -3.0166 3.3197 0.14 0.27 -0.28
C -1.9052 -0.0999 4.6834 -0.24 0.06 0.08
H -2.8783 -0.3162 4.2270 0.18 0.09 0.23
H -1.8118 0.9879 4.8095 -0.01 -0.32 0.06
H -1.8760 -0.5707 5.6769 -0.06 0.16 -0.17
C 1.1587 0.6019 4.9636 0.13 0.14 0.10
H 1.1999 0.1049 5.9440 0.02 0.19 -0.16
H 0.5631 1.5201 5.0631 0.15 -0.27 0.05
H 2.1792 0.8737 4.6720 -0.21 0.01 0.19
C 2.7744 -1.1513 2.8966 0.45 0.12 -0.01
H 3.1675 -1.7666 3.7249 -0.21 0.22 -0.26
H 3.2259 -0.1526 2.9804 0.06 -0.35 0.03
H 3.1031 -1.6139 1.9601 -0.03 0.05 0.25
C 0.7284 -3.1017 1.4608 0.09 0.08 -0.04
H 1.0699 -3.9109 2.1275 -0.14 0.34 -0.13
H 1.5481 -2.8684 0.7777 -0.06 -0.29 -0.07
H -0.1235 -3.4828 0.8973 0.19 -0.14 -0.02
C -1.4247 1.6022 -3.0832 -1.35 -0.83 -0.77
C -1.7203 0.2867 -3.1941 -0.99 1.55 -0.95
C -1.1272 -0.6455 -4.2104 -0.04 -0.02 -0.52
C 0.3457 -0.3687 -4.5604 -0.31 -0.29 -0.51
C 1.1883 0.0368 -3.3937 1.24 1.16 -0.47
C 1.4890 1.3218 -3.0788 0.61 -1.31 -1.28
C 0.8607 2.5348 -3.6821 -0.14 0.33 -0.44
C -0.6246 2.3712 -4.0801 0.61 0.45 -0.20
H -1.7399 -0.5765 -5.1257 0.17 -0.14 0.20
H 0.4332 0.3488 -5.3870 -0.03 -0.12 0.41
H -1.2069 -1.6953 -3.8937 -0.16 0.23 0.05
H -0.7348 1.9528 -5.0877 0.07 -0.04 0.39
H -1.9254 2.2371 -2.3408 -0.05 -0.38 -0.30
H -2.6701 -0.0727 -2.7806 0.50 0.05 0.47
H -1.0564 3.3768 -4.1526 0.05 -0.18 0.07
H 0.9369 3.3978 -3.0010 0.12 -0.30 -0.06
H 2.4036 1.5478 -2.5281 -0.37 -0.21 0.39
H 1.4499 2.8142 -4.5728 -0.17 0.05 0.23
H 0.7720 -1.2974 -4.9632 -0.09 0.19 0.10
H 1.7244 -0.8044 -2.9415 -0.02 0.44 0.00
P -1.7303 -0.0337 -0.1430 1.77 0.71 -0.30
C -3.1389 0.9995 -0.2087 -0.87 0.00 -0.05
C -1.6921 -1.6449 -0.8999 -0.58 -0.29 -0.40
P 1.7067 0.8179 0.1628 -1.51 0.06 -0.94
C -0.0874 0.9022 -0.7253 0.03 -0.07 -0.47
C 2.7181 -0.4133 -0.6033 0.68 -0.03 -0.15
C 2.3379 2.4557 0.1997 0.64 0.41 0.05
H -2.9994 1.8483 0.4811 0.03 -0.35 -0.33
H -3.9509 0.3524 0.1613 -0.15 0.43 -0.26
H -3.2858 1.3153 -1.2445 -0.46 0.01 0.28
H -1.3680 -1.5327 -1.9377 -0.31 -0.42 0.27
H -2.7291 -1.9965 -0.8145 0.23 -0.37 -0.40
H -1.0157 -2.3236 -0.3614 -0.32 0.42 -0.11
H 2.2922 2.8605 -0.8174 0.32 0.16 0.29
H 3.3676 2.3337 0.5659 -0.04 0.48 -0.24
H 1.7570 3.0619 0.9109 0.19 -0.26 -0.33
H -0.2888 1.9574 -0.9552 0.05 -0.42 0.13
H 0.0352 0.3122 -1.6292 0.31 0.41 0.23
H 3.5729 -0.5215 0.0796 0.04 -0.09 -0.37
H 3.0270 -0.0476 -1.5807 0.38 -0.34 0.09
H 2.1960 -1.3779 -0.6818 0.12 0.44 0.03
I -0.7117 2.5188 2.4507 0.06 -0.32 -0.62
```
Forces are in eV/Å.

Expectation value of S²   3.7955
Frontier orbital gap (spin up / spin down)   5.7699 / 6.4315 eV
Highest occupied orbital energy (spin up / spin down)   -0.4768 / -0.5265 hartree
Total charge   +2
Multiplicity   4
E_tot   -53374.563 eV

Here are the natural (NBO) charges for atoms 1 to 6, given in e: atom 1 (Tc): 0.14, atom 2 (C): 0.09, atom 3 (C): -0.15, atom 4 (C): 0.03, atom 5 (C): 0.05, atom 6 (C): 0.03

=====

Entry 2:
The following is a DFT calculation (ωB97M-V/def2-TZVPD) of an isolated molecule of C23H30N6O.

The geometry in XYZ format:
```
60
Properties=species:S:1:pos:R:3:forces:R:3
C 5.4969 0.6788 1.6679 0.07 0.02 -0.28
C 5.8016 0.0999 0.2865 0.47 0.05 0.40
C 6.6183 -1.1870 0.3825 -0.09 0.23 -0.14
N 4.5753 -0.1295 -0.4403 -0.35 -0.11 -0.18
C 3.5803 -0.9908 -0.1453 -0.32 -0.06 -0.20
C 2.6052 -0.8312 -1.1067 0.08 0.05 0.01
C 1.3026 -1.5484 -1.2483 0.04 -0.07 0.00
N 0.9392 -2.2351 -0.0212 0.22 -0.09 -0.08
C 0.5403 -1.3587 1.0582 -0.16 0.21 0.16
C -0.8769 -0.7753 0.9068 0.12 -0.23 0.02
C -1.8791 -1.9130 0.7560 0.44 -0.21 -0.26
N -3.2628 -1.5079 0.5770 -0.31 0.37 -0.01
N -4.1650 -2.4926 0.6457 0.00 -0.74 0.21
C -5.3278 -1.9684 0.3212 0.20 0.27 -0.02
C -5.2022 -0.6057 0.0385 0.30 0.12 0.01
C -3.8581 -0.3419 0.2130 -0.59 -0.07 -0.04
N -3.1940 0.8796 0.1137 0.20 -0.23 0.38
C -3.4053 1.7926 -0.8737 0.28 0.33 -0.02
O -4.1331 1.6129 -1.8189 -0.22 0.02 -0.20
C -2.6292 3.0968 -0.6566 -0.16 -0.08 -0.15
C -1.2875 2.8867 -0.0213 0.08 0.13 0.13
C -1.1298 2.9728 1.3593 -0.04 0.08 -0.10
C 0.0986 2.7236 1.9472 0.08 -0.05 0.10
C 1.1880 2.3904 1.1613 0.05 0.01 0.09
C 1.0464 2.3135 -0.2142 0.06 -0.02 -0.08
C -0.1844 2.5519 -0.7993 -0.06 0.03 0.04
C -1.4575 -2.7947 -0.4260 0.21 -0.13 0.29
C -0.0279 -3.2988 -0.1958 -0.23 -0.05 -0.14
C 3.1243 0.1633 -1.9527 -0.02 -0.32 0.28
N 4.3070 0.5725 -1.5340 0.44 0.60 -0.44
H 4.9278 -0.0319 2.2631 -0.05 -0.08 0.09
H 4.9202 1.5958 1.5718 -0.06 0.08 0.02
H 6.4228 0.9053 2.1892 0.09 0.01 0.09
H 6.3492 0.8397 -0.3071 -0.16 -0.15 0.06
H 6.0979 -1.9291 0.9832 -0.04 -0.10 0.08
H 6.7885 -1.5997 -0.6089 0.03 -0.06 -0.07
H 7.5805 -0.9816 0.8436 0.09 -0.01 0.08
H 3.6137 -1.6499 0.6966 0.02 -0.16 0.23
H 0.5402 -0.8284 -1.5919 0.01 -0.08 -0.04
H 1.4048 -2.3080 -2.0315 -0.12 0.06 0.04
H 0.5909 -1.9383 1.9864 0.02 0.06 0.06
H 1.2559 -0.5371 1.1244 -0.05 -0.05 0.10
H -1.0950 -0.1693 1.7887 -0.02 0.11 0.00
H -0.8934 -0.1377 0.0220 -0.04 0.07 0.05
H -1.8657 -2.5310 1.6646 0.00 0.12 -0.10
H -6.2109 -2.5752 0.3118 -0.17 -0.17 0.00
H -5.9578 0.0903 -0.2572 -0.12 0.19 -0.07
H -2.5436 1.1232 0.8470 -0.09 -0.01 -0.16
H -2.5328 3.5762 -1.6315 -0.08 -0.06 0.06
H -3.2563 3.7332 -0.0264 0.02 0.03 -0.05
H -1.9729 3.2506 1.9784 -0.09 0.04 0.04
H 0.2044 2.7950 3.0200 0.01 0.01 0.09
H 2.1478 2.1995 1.6180 0.10 -0.02 0.03
H 1.8964 2.0642 -0.8309 0.07 -0.01 -0.01
H -0.2938 2.4857 -1.8722 -0.01 0.00 -0.14
H -1.5091 -2.2137 -1.3494 -0.06 0.05 -0.05
H -2.1461 -3.6351 -0.5109 -0.02 0.03 -0.04
H -0.0087 -3.9089 0.7137 -0.02 -0.08 -0.04
H 0.2890 -3.9277 -1.0301 0.00 -0.04 0.07
H 2.6883 0.5796 -2.8398 -0.07 0.14 -0.20
```
Forces are in eV/Å.

Frontier orbital gap   9.0922 eV
Highest occupied orbital energy   -0.3119 hartree
ΔE to the lowest compared entry with this formula, charge and spin   1.258 eV
SMILES   CC(C)n1cc(CN2CCC(n3nccc3NC(=O)Cc3ccccc3)CC2)cn1
E_tot   -35326.232 eV

Here are the natural (NBO) charges for atoms 1 to 6, given in e: atom 1 (C): -0.61, atom 2 (C): -0.04, atom 3 (C): -0.61, atom 4 (N): -0.17, atom 5 (C): -0.08, atom 6 (C): -0.08

=====

Entry 3:
The following is a DFT calculation (ωB97M-V/def2-TZVPD) of a structure of composition C35H53GdNOP2Sb.

The geometry in XYZ format:
```
94
Properties=species:S:1:pos:R:3:forces:R:3
Gd -0.6625 1.0877 -1.6295 -0.53 0.30 -1.33
P 1.1964 2.9025 -0.7650 1.50 0.62 -0.05
P -3.0065 0.1196 -0.6284 -1.26 -0.88 0.05
N -2.0978 3.2802 -1.9547 -0.19 0.43 0.62
C 0.2186 4.3316 -1.4406 0.24 0.15 -0.10
H 0.6254 5.2058 -0.9059 -0.18 -0.08 -0.36
H 0.4858 4.4488 -2.4986 -0.06 0.00 0.17
C -1.3036 4.3713 -1.2723 -0.29 0.40 -0.07
H -1.5522 4.4462 -0.2104 -0.09 -0.36 -0.08
H -1.6528 5.3160 -1.7075 0.21 -0.01 0.22
C -3.3834 2.9857 -1.2061 -0.10 0.41 -0.19
H -4.1336 3.6753 -1.6146 -0.05 -0.21 0.24
H -3.2987 3.2516 -0.1469 0.31 -0.11 -0.17
C -3.9360 1.5646 -1.3569 -0.22 -0.17 -0.06
H -4.1259 1.3449 -2.4162 -0.01 0.08 0.18
H -4.9079 1.5453 -0.8376 0.12 0.07 -0.37
C -3.9404 -0.2540 0.9319 0.26 0.28 0.57
C -3.1266 -1.0852 1.9335 0.18 -0.09 0.14
H -3.7369 -1.2551 2.8368 0.25 0.07 -0.34
H -2.2074 -0.5721 2.2457 -0.13 -0.12 -0.07
H -2.8507 -2.0697 1.5293 -0.09 0.28 0.10
C -3.3600 -1.2653 -1.8424 0.29 0.25 -0.02
C -2.8333 -2.6233 -1.3626 0.19 -0.17 0.03
H -2.9891 -3.3660 -2.1608 0.01 0.23 0.28
H -3.3550 -2.9814 -0.4631 0.10 0.13 -0.30
H -1.7580 -2.6121 -1.1396 -0.22 0.05 0.01
C 2.5478 2.6369 -2.0386 -0.43 -0.05 -0.02
C 3.5817 1.6008 -1.5858 0.08 -0.26 -0.03
H 4.1663 1.2775 -2.4613 -0.12 0.16 0.29
H 3.1198 0.6933 -1.1724 0.10 0.24 -0.03
H 4.2844 2.0150 -0.8458 -0.28 -0.10 -0.28
C 2.0100 3.5637 0.7655 -0.37 -0.07 0.50
C 2.6010 2.4567 1.6499 -0.02 -0.22 0.09
H 3.0078 2.9138 2.5673 -0.14 -0.19 -0.34
H 3.4181 1.9196 1.1473 -0.24 0.19 0.19
H 1.8463 1.7203 1.9551 0.19 0.15 -0.09
C -0.8887 1.5784 0.5347 -1.60 2.39 6.32
O -1.1849 2.0803 1.5599 1.20 -1.92 -3.77
C -4.8012 -1.3819 -2.3280 -0.24 -0.12 -0.22
H -5.4570 -1.8067 -1.5644 0.18 0.07 -0.25
H -5.2244 -0.4276 -2.6473 -0.03 -0.11 0.00
H -4.8218 -2.0585 -3.1930 -0.02 0.17 0.18
C 3.2234 3.9032 -2.5610 0.17 0.12 -0.20
H 3.8364 3.6343 -3.4319 -0.15 0.10 0.18
H 2.5097 4.6672 -2.8812 0.16 -0.06 0.00
H 3.8886 4.3479 -1.8152 -0.17 -0.15 -0.27
C 3.0444 4.6753 0.5659 0.11 0.21 0.01
H 3.2678 5.1255 1.5450 -0.14 -0.16 -0.27
H 3.9941 4.2858 0.1773 -0.30 0.06 0.12
H 2.6957 5.4811 -0.0886 0.11 -0.12 0.07
C -5.3290 -0.8761 0.7736 -0.28 -0.03 -0.03
H -5.2764 -1.9228 0.4500 0.06 0.28 0.09
H -5.8262 -0.8775 1.7550 0.19 0.08 -0.26
H -5.9758 -0.3262 0.0834 0.07 -0.10 0.07
H -4.0682 0.7512 1.3686 0.01 -0.15 -0.06
H 1.1526 3.9959 1.3097 0.13 -0.05 -0.05
H -2.7435 -0.9619 -2.7106 -0.09 -0.11 0.00
H 1.9777 2.1884 -2.8758 0.17 0.05 0.02
H -2.4263 3.7484 -2.7989 0.28 -0.54 -0.11
H 0.4148 -0.2921 -1.9060 0.93 -1.36 -0.81
C -0.6557 -6.0941 1.3814 0.04 0.19 -0.20
C -1.0243 -5.0992 2.2951 0.18 0.23 -0.26
C -0.6619 -3.7657 2.0569 0.00 -0.26 -0.13
C 0.0492 -3.4354 0.8950 0.06 0.46 -0.01
C 0.4164 -4.4266 -0.0158 -0.04 -0.09 -0.01
C 0.0657 -5.7605 0.2261 -0.13 0.17 0.25
Sb 0.7119 -1.3620 0.5725 -0.17 -0.59 0.51
C 1.4322 -1.1801 2.6445 0.13 -0.06 -0.78
C 0.8666 -0.2162 3.4861 0.06 -0.11 0.24
C 1.2035 -0.1982 4.8475 0.20 -0.29 -0.22
C 2.1187 -1.1364 5.3512 -0.14 0.12 -0.32
C 2.6947 -2.0898 4.5015 -0.27 0.23 -0.35
C 2.3454 -2.1171 3.1409 -0.02 0.16 0.49
C 2.2942 -1.7891 -0.8322 0.44 -0.31 0.61
C 3.6293 -1.8798 -0.4113 -0.25 -0.06 -0.45
C 4.6273 -2.1776 -1.3482 0.06 -0.06 -0.27
C 4.3226 -2.3098 -2.7121 -0.65 0.46 0.54
C 2.9826 -2.1680 -3.1271 1.10 -0.37 -0.12
C 1.9902 -2.0070 -2.1824 -0.93 -0.31 -0.15
H -0.9326 -7.1328 1.5659 0.09 0.30 -0.04
H -1.5874 -5.3484 3.1977 0.23 0.02 -0.30
H -0.9135 -3.0048 2.7991 0.07 -0.18 -0.21
H 1.0023 -4.1688 -0.9041 -0.23 -0.17 0.30
H 0.3625 -6.5297 -0.4906 -0.11 0.21 0.30
H 0.1499 0.5191 3.1051 0.25 -0.29 0.13
H 0.7496 0.5487 5.5026 0.18 -0.28 -0.16
H 2.3825 -1.1216 6.4083 -0.07 -0.01 -0.27
H 3.4102 -2.8193 4.8819 -0.22 0.23 -0.04
H 2.7753 -2.8826 2.4924 -0.14 0.18 0.17
H 3.8875 -1.7501 0.6411 0.00 0.01 -0.29
H 5.6556 -2.3081 -1.0063 -0.28 0.06 -0.13
H 5.1005 -2.5213 -3.4365 -0.04 0.07 0.09
H 2.7207 -2.2236 -4.1883 0.12 -0.22 0.42
H 0.9551 -2.1661 -2.5580 0.71 0.55 0.55
```
Forces are in eV/Å.

Expectation value of S²   16.0451
Frontier orbital gap (spin up / spin down)   6.6193 / 7.1859 eV
Highest occupied orbital energy (spin up / spin down)   -0.4848 / -0.4826 hartree
Total charge   +2
Multiplicity   8
E_tot   -86625.354 eV

Here are the Mulliken charges for atoms 1 to 6, given in e: atom 1 (Gd): 0.39, atom 2 (P): 0.98, atom 3 (P): 1.09, atom 4 (N): -0.17, atom 5 (C): -0.97, atom 6 (H): 0.38

=====

Entry 4:
The following is a DFT calculation (ωB97M-V/def2-TZVPD) of the ion C7H10NO2S with charge +1.

The geometry in XYZ format:
```
21
Properties=species:S:1:pos:R:3:forces:R:3
C 2.0292 -1.5932 2.3837 0.51 2.18 -4.73
S 0.7511 -1.3393 1.1271 1.89 -0.10 -3.57
O 0.5836 -2.3834 0.1523 0.80 -0.21 0.51
O -0.4231 -0.7755 1.6301 -2.23 1.37 1.95
C 1.4274 0.2874 -0.1073 -0.21 -1.09 2.73
N 0.1699 0.5965 -0.6441 -1.40 2.42 0.31
C -0.6508 1.4787 0.0652 -0.14 -2.47 -2.08
C -1.9466 1.6065 -0.3124 -1.55 1.47 0.81
C -2.4531 1.0143 -1.4376 0.35 -1.37 -1.64
C -1.5719 0.1717 -2.1755 -3.30 1.79 1.02
C -0.3178 0.0364 -1.7561 1.63 -1.68 -1.24
H 2.2384 -2.6124 2.4312 0.29 -1.59 0.67
H 2.7984 -1.0333 1.7383 -0.24 -0.97 1.64
H 1.6669 -0.9883 3.1386 -0.25 0.67 2.16
H 1.6683 1.1005 0.5785 0.48 -0.28 -0.10
H 2.2007 0.0378 -0.8076 0.12 -0.33 -0.29
H -0.4111 1.9899 0.9382 1.54 0.35 1.28
H -2.5904 2.2305 0.3424 0.51 -0.39 -0.69
H -3.4730 1.1609 -1.8115 0.38 -0.03 0.49
H -1.9353 -0.3872 -3.0078 0.02 -0.07 -0.56
H 0.2394 -0.5986 -2.4657 0.80 0.33 1.34
```
Forces are in eV/Å.

Frontier orbital gap   9.0752 eV
Highest occupied orbital energy   -0.5085 hartree
Total charge   +1
ΔE to the lowest compared entry with this formula, charge and spin   0.883 eV
SMILES   CS(=O)(=O)C[n+]1ccccc1
E_tot   -23832.392 eV

Here are the natural (NBO) charges for atoms 1 to 6, given in e: atom 1 (C): -0.79, atom 2 (S): 2.09, atom 3 (O): -0.90, atom 4 (O): -0.92, atom 5 (C): -0.40, atom 6 (N): -0.29

=====

Entry 5:
The following is a DFT calculation (ωB97M-V/def2-TZVPD) of an isolated molecule of C3H6N2O.

The geometry in XYZ format:
```
12
Properties=species:S:1:pos:R:3:forces:R:3
N -1.3229 0.0465 -2.8075 0.19 0.04 1.14
C -1.1307 0.1030 -1.6681 -0.23 -0.03 -0.94
C -0.8465 0.1377 -0.2134 -0.07 -0.26 -0.04
O -0.7552 1.4675 0.2302 0.28 0.04 -0.02
C 0.4505 -0.7036 0.0572 0.04 -0.12 -0.15
N 1.2875 -0.2451 1.1387 -0.06 0.11 0.12
H -1.6960 -0.3349 0.2949 0.08 0.06 -0.07
H 0.1335 1.5750 0.6014 -0.23 0.06 -0.02
H 1.0552 -0.7270 -0.8537 -0.05 0.06 0.14
H 0.1497 -1.7371 0.2562 -0.02 0.16 -0.07
H 1.8492 0.5686 0.9291 0.01 -0.10 0.03
H 0.8257 -0.1506 2.0350 0.05 -0.02 -0.13
```
Forces are in eV/Å.

Frontier orbital gap   10.7898 eV
Highest occupied orbital energy   -0.3777 hartree
ΔE to the lowest compared entry with this formula, charge and spin   1.638 eV
SMILES   N#C[C@H](O)CN
E_tot   -8235.061 eV

Here are the natural (NBO) charges for atoms 1 to 6, given in e: atom 1 (N): -0.31, atom 2 (C): 0.25, atom 3 (C): -0.02, atom 4 (O): -0.68, atom 5 (C): -0.24, atom 6 (N): -0.83

=====

Entry 6:
The following is a DFT calculation (ωB97M-V/def2-TZVPD) of a cluster of 2 separate species, C2Cl2FNO2 in total.

The geometry in XYZ format:
```
8
Properties=species:S:1:pos:R:3:forces:R:3
C 0.6738 -0.6176 0.0552 -1.45 -1.41 0.62
C 1.6651 0.1998 -0.1814 1.91 -1.07 0.67
N -1.6564 0.4202 0.0498 1.88 -1.74 0.62
O -2.0872 -0.2033 0.9656 -0.67 0.84 -0.46
O -1.8660 1.3937 -0.5599 -0.76 0.57 0.00
F 0.5253 -1.8744 0.5687 0.75 2.66 -1.15
Cl 3.3604 -0.3855 0.1428 -1.27 0.32 -0.23
Cl 1.6124 1.8208 -0.6991 -0.39 -0.19 -0.07
```
Forces are in eV/Å.

Frontier orbital gap (spin up / spin down)   8.4386 / 8.9449 eV
Highest occupied orbital energy (spin up / spin down)   -0.3708 / -0.3803 hartree
ΔE to the lowest compared entry with this formula, charge and spin   4.552 eV
E_tot   -35414.196 eV

Here are the natural (NBO) charges for atoms 1 to 6, given in e: atom 1 (C): 0.43, atom 2 (C): -0.27, atom 3 (N): 0.55, atom 4 (O): -0.26, atom 5 (O): -0.24, atom 6 (F): -0.29